C2H4Si | ωB97M-V with the def2-TZVPD basis set

Each line ends with the Löwdin charge.
Positions of all 7 atoms, in Å:
Si: 0.02276 -0.45117 -0.94659  0.5516
C: 0.22471 0.37696 0.74568  -0.2989
C: 0.42099 0.91565 1.90092  0.0270
H: -0.03767 -1.98886 -1.02657  -0.0744
H: 0.23073 1.45424 2.78199  -0.0031
H: -1.40295 -0.53629 -1.30437  -0.1115
H: 0.54143 0.22947 -2.15105  -0.0906

Properties
Kohn-Sham gap: 11.0 eV
charge: 0
energy: -367.974739 Eh
multiplicity: 1
LUMO level: 0.7591 eV
energy above the lowest of the compared OMol25 structures with the same formula, charge and spin: 0.763 eV
structure (SMILES): C#C[SiH3]